Entry 1:
46
Properties=species:S:1:pos:R:3:forces:R:3:mulliken_charge:R:1 method="wB97M-V/def2-TZVPD" max_force_ev_per_a=1.102 homo_lumo_gap_ev=8.643 smiles="O=S(=O)(c1ccccc1F)N1CCN(C(=S)NCc2ccccc2)CC1"
O 1.697101 1.983472 2.473393 -0.26 -0.02 0.01 -0.689
S 1.471746 0.716110 3.113633 -0.63 0.11 0.29 1.366
O 2.594607 0.020446 3.659265 -0.10 -0.34 0.01 -0.723
N 0.599552 -0.302498 2.109942 0.54 0.58 0.76 0.102
C -0.021880 0.353535 0.982891 -0.14 0.49 -0.46 -1.064
H -0.384928 1.324525 1.319662 -0.17 -0.02 -0.20 0.450
C 0.975720 0.537212 -0.172965 -0.27 0.32 0.08 -0.627
N 1.549758 -0.745104 -0.528083 -0.07 -0.01 -0.25 0.047
C 1.065394 -1.530655 -1.530557 0.13 -0.01 -0.01 0.387
N 0.439012 -0.917755 -2.564700 0.09 0.39 0.16 0.015
H 0.618750 0.062262 -2.727658 -0.04 -0.06 0.10 0.336
C 0.036203 -1.665285 -3.743367 -0.08 -0.19 -0.11 -1.103
C -0.702445 -0.752633 -4.679167 0.02 0.02 0.02 0.280
C -2.087932 -0.778445 -4.758880 0.06 -0.01 0.00 -0.381
C -2.758003 0.087155 -5.606162 -0.09 0.01 -0.01 -0.563
C -2.049363 0.992061 -6.377690 -0.04 0.05 -0.05 -0.410
C -0.667106 1.027355 -6.301471 0.04 0.10 -0.05 -0.529
C 0.001617 0.159654 -5.456819 -0.03 -0.05 0.02 -0.253
H 1.081513 0.182482 -5.405882 0.13 -0.02 -0.01 0.403
H -0.109262 1.729045 -6.903929 0.04 0.05 -0.05 0.375
H -2.572005 1.666500 -7.039488 -0.04 0.05 -0.05 0.376
H -3.835906 0.054930 -5.664659 -0.09 0.00 -0.01 0.381
H -2.642366 -1.483883 -4.157561 -0.05 -0.08 0.07 0.367
H 0.917533 -2.097574 -4.237734 -0.16 0.00 0.10 0.389
H -0.596973 -2.493369 -3.414178 0.11 0.09 -0.14 0.534
S 1.241620 -3.178232 -1.530003 0.02 -0.72 -0.02 -0.403
C 2.217198 -1.358235 0.604905 0.13 -0.35 0.31 -1.127
H 2.634957 -2.315163 0.290276 0.01 0.21 0.09 0.487
C 1.235656 -1.558104 1.759611 0.53 -0.42 -0.05 -0.700
H 1.754253 -1.919922 2.645214 -0.03 -0.19 -0.12 0.455
H 0.455342 -2.269384 1.474710 0.04 0.05 0.02 0.374
H 3.020387 -0.689441 0.929633 -0.01 -0.02 -0.03 0.374
H 0.466799 1.000422 -1.017242 0.07 0.01 0.06 0.363
H 1.779560 1.197428 0.167549 -0.12 -0.01 -0.15 0.311
H -0.866472 -0.261112 0.654129 0.04 0.06 0.05 0.528
C 0.272463 0.995478 4.421284 0.50 -0.21 -0.49 -0.099
C -0.244030 -0.078947 5.121462 -0.22 -0.11 0.24 0.314
C -1.154980 0.104833 6.147695 0.18 -0.11 -0.19 -0.667
C -1.547986 1.393926 6.468302 0.06 0.02 -0.07 -0.329
C -1.039689 2.478991 5.771283 0.02 0.03 -0.01 -0.698
C -0.127664 2.277285 4.748027 0.02 0.10 -0.02 -0.096
H 0.292897 3.097046 4.187282 0.01 0.13 -0.03 0.472
H -1.350549 3.479973 6.026328 -0.02 0.09 0.01 0.403
H -2.255680 1.549293 7.268132 -0.06 0.01 0.07 0.384
H -1.539509 -0.751887 6.677931 -0.02 -0.11 0.02 0.449
F 0.135093 -1.323791 4.795658 -0.04 0.08 0.10 -0.262

=====

Entry 2:
44
Properties=species:S:1:pos:R:3:forces:R:3:mulliken_charge:R:1 method="wB97M-V/def2-TZVPD" max_force_ev_per_a=5.452 homo_lumo_gap_ev=9.027 smiles="N[C@@H](Cc1ccccc1)C(=O)N[C@@H](Cc1ccc(O)cc1)C(=O)O"
C 0.682920 1.205233 -1.594213 -3.40 0.40 0.72 -0.094
C 0.504428 0.133635 -0.440600 1.32 2.66 -1.17 0.051
C -0.658625 1.201597 -2.427139 -1.47 -0.19 0.42 -0.958
C -0.841200 2.499781 -3.184737 0.58 1.58 -0.07 0.548
C 0.208832 2.712867 -4.155702 -0.72 -0.04 -0.84 -0.352
C -1.806672 3.550867 -2.974727 0.18 -1.36 -0.87 -0.374
C 0.174366 3.802232 -5.051354 -0.51 -0.78 -0.51 -0.444
C -1.701662 4.644127 -3.877594 -3.07 1.55 3.21 -0.254
C -0.839822 4.784430 -4.894981 1.86 0.88 -2.02 -0.363
C -0.500203 -0.472007 1.562569 -0.81 -1.58 1.34 0.710
C -1.725340 -0.171672 2.294586 -2.90 2.33 3.98 0.216
C 0.764982 -0.707213 2.383502 2.19 2.33 1.65 -1.225
C 0.863486 -2.111762 2.874114 0.61 -1.10 1.16 0.390
C 0.627471 -2.572758 4.204327 -1.21 1.86 -0.13 -0.589
C 1.157223 -3.078125 1.906806 -1.00 0.50 -0.51 -0.129
C 0.641350 -3.913738 4.478183 -0.23 -1.02 2.82 -0.378
C 1.081113 -4.437001 2.168549 0.80 1.97 3.83 -1.090
C 1.006741 -4.816889 3.540558 -0.20 -1.53 -2.27 1.063
H 1.882831 -0.036156 -2.519695 0.45 2.35 0.18 0.358
H 2.521288 1.190673 -1.580942 0.71 -0.28 -1.00 0.341
H 0.764523 2.224458 -1.204353 -0.39 -0.08 0.58 0.374
H -1.578249 0.931868 -1.794535 1.37 0.70 -0.52 0.439
H -0.699593 0.428267 -3.206731 0.57 -0.19 0.32 0.318
H 0.986344 1.905689 -4.310144 -1.17 1.19 0.30 0.250
H -2.766713 3.491608 -2.308172 2.31 -0.06 -1.04 0.247
H 0.795157 3.743105 -5.986893 -0.37 0.42 1.30 0.282
H -2.390460 5.531967 -3.611195 0.88 -1.54 -0.81 0.213
H -0.942037 5.720956 -5.561431 0.43 -1.79 1.04 0.266
H -0.694945 1.524498 0.725982 0.95 -3.06 -0.35 0.423
H -0.788201 -1.449632 1.146707 0.61 0.12 -0.61 0.294
H 1.011313 0.044343 3.257007 -1.34 -1.19 -1.39 0.283
H 1.577419 -0.337857 1.653315 -0.91 -1.48 1.16 0.357
H 0.245820 -1.934475 5.052530 0.71 -0.24 -1.28 0.270
H 1.281229 -2.651636 0.898085 0.17 -0.72 0.35 0.436
H 0.395446 -4.398566 5.513528 0.51 1.49 -1.66 0.050
H 1.397107 -5.133484 1.515547 0.66 -2.30 -2.44 0.453
H 0.666077 -6.276294 4.810573 2.25 0.28 -3.42 0.343
H -2.872439 -1.001397 3.623895 -0.66 0.54 0.35 0.351
N 1.858724 1.045210 -2.354511 0.96 -3.20 0.32 -0.647
N -0.296032 0.504422 0.619867 0.21 2.88 -3.10 -0.165
O 1.218385 -0.853083 -0.545031 -1.28 -0.44 0.72 -0.645
O -2.268545 0.948460 2.415778 1.45 -3.22 -0.80 -0.625
O 1.218460 -6.147237 3.887304 -2.50 0.31 2.98 -0.574
O -2.162296 -1.269310 3.051370 1.39 1.04 -1.91 -0.417

=====

Entry 3:
45
Properties=species:S:1:pos:R:3:forces:R:3:mulliken_charge:R:1 method="wB97M-V/def2-TZVPD" max_force_ev_per_a=1.273 homo_lumo_gap_ev=8.482 smiles="COc1ccc(NC(=O)N[C@H](C)c2ccc3c(c2)OCO3)cc1OC"
C -5.128198 -2.972122 -0.100928 -0.43 -0.21 -0.02 -0.731
H -5.647720 -2.432608 -0.895372 0.04 -0.08 0.09 0.238
H -5.552461 -2.688770 0.864887 0.01 -0.02 -0.06 0.293
O -3.735892 -2.756004 -0.141339 0.27 0.22 -0.09 -0.462
C -3.198296 -1.539023 0.162741 0.16 -0.03 0.05 0.365
C -1.819995 -1.556573 0.350992 -0.39 0.05 -0.09 -0.941
C -1.098197 -0.418530 0.649672 -0.06 0.15 0.08 -0.324
C -1.760141 0.799193 0.758266 -0.12 -0.42 -0.16 -0.596
C -3.142329 0.830279 0.586358 0.05 0.06 -0.01 -0.288
C -3.874931 -0.310018 0.287448 -0.11 -0.17 0.03 1.007
O -5.232722 -0.289979 0.094934 0.45 -0.28 -0.02 -0.422
C -5.922359 0.926422 0.236356 -0.12 0.21 0.01 -0.945
H -6.968690 0.688005 0.050237 0.06 0.08 0.02 0.244
H -5.586995 1.669004 -0.494854 0.00 -0.02 0.05 0.347
H -5.820547 1.335017 1.246834 0.01 -0.01 -0.04 0.358
H -3.641321 1.780807 0.687605 -0.09 0.09 -0.06 0.458
N -1.096930 1.988970 1.072026 -0.24 0.32 0.38 -0.098
C 0.169042 2.407600 0.711174 -0.27 -0.07 -0.21 0.303
O 0.687750 3.356289 1.262748 0.25 0.34 0.23 -0.705
N 0.724228 1.733472 -0.325227 -0.01 -0.11 -0.21 -0.122
H 0.194762 1.004253 -0.773481 -0.02 0.05 0.05 0.369
C 2.097013 1.930337 -0.736714 0.13 0.11 -0.13 -0.609
C 2.924742 0.691540 -0.463213 -0.01 0.01 0.07 0.645
C 2.512375 -0.547148 -0.933220 0.02 0.18 0.03 -0.298
C 3.245818 -1.708396 -0.702823 0.29 -0.17 0.14 -1.327
C 4.412585 -1.578616 0.008572 0.07 0.61 0.15 1.078
C 4.838768 -0.336761 0.481764 -0.25 -0.53 -0.27 0.813
C 4.112870 0.807528 0.263137 0.19 -0.18 0.05 -1.096
H 4.447433 1.758725 0.641701 0.04 0.17 0.07 0.431
O 6.024102 -0.489284 1.150577 -0.28 0.43 -0.07 -0.497
C 6.331529 -1.864907 1.085839 1.02 -0.56 0.50 -0.252
O 5.319087 -2.539855 0.370572 -0.41 -0.07 -0.25 -0.489
H 7.298225 -2.003255 0.575018 -0.26 0.07 0.05 0.244
H 6.399411 -2.276485 2.105760 -0.10 0.12 -0.23 0.245
H 2.916830 -2.666893 -1.067126 -0.04 -0.14 -0.06 0.426
H 1.596303 -0.628932 -1.498741 -0.14 -0.01 -0.09 0.449
C 2.163042 2.312626 -2.217061 -0.01 0.11 0.31 -1.535
H 1.587925 3.218018 -2.392659 -0.06 0.08 -0.04 0.445
H 1.761270 1.513384 -2.835614 -0.03 -0.10 -0.10 0.308
H 3.195371 2.488417 -2.506281 0.11 -0.01 -0.09 0.385
H 2.468598 2.760604 -0.127903 -0.04 -0.16 -0.10 0.522
H -1.588268 2.647473 1.658630 0.22 -0.05 -0.04 0.279
H -0.037232 -0.488616 0.831619 0.10 0.00 0.03 0.747
H -1.324011 -2.510210 0.266468 0.04 -0.14 0.00 0.448
H -5.251853 -4.044968 -0.249385 -0.02 0.07 0.02 0.289

=====

no.,LUMO (eV),highest occupied orbital energy (eV),energy (hartree)
1,0.601,-8.042,-1908.89666
2,0.490,-8.537,-1108.30256
3,0.664,-7.818,-1183.60711